Entry 1:
Molecular formula: C42H42Cl3N9O6SSeTaTe
Method: DFT, the ωB97M-V functional and the def2-TZVPD basis

The value obtained for the molecular weight is 1294.789 g mol⁻¹. Its energy above the lowest of the compared OMol25 structures with the same formula, charge and spin is 22.98 kJ/mol. The energy is -7074.4813 Ha. As for the total charge: +2. The spin multiplicity is 2. The highest occupied orbital energy (spin up / spin down) is -0.438 / -0.465 hartree. The calculation puts the HOMO-LUMO gap (spin up / spin down) at 6.212 / 6.953 eV.

Positions of all 106 atoms, in Å:
Ta  12.4562  0.6760  16.6690
Te  13.8639  1.9376  20.1194
Se  17.6680  0.0089  14.4191
Cl  15.5887  -1.4721  19.4289
Cl  11.2392  4.0079  15.7963
Cl  16.0241  -5.4035  15.7193
S  11.1482  -1.4690  17.4676
O  11.2322  4.4183  17.1778
O  9.9408  3.8124  15.2858
O  10.6320  1.6540  17.6479
O  11.9650  2.7310  15.7002
O  13.8443  -0.3089  17.6008
O  11.9920  4.9140  15.0253
N  12.4029  1.1614  13.7794
N  17.8994  1.7580  14.4676
N  14.6099  1.7474  16.0375
N  13.0705  -1.0962  15.1999
N  12.4947  1.8606  18.6646
N  16.1031  0.0286  15.3096
N  8.5225  -1.7159  17.5033
N  10.4153  0.4626  15.4336
N  9.3673  -0.0537  16.1758
C  14.0585  0.3782  23.9419
C  13.7548  3.9637  20.6463
C  14.3375  -1.4531  17.1394
C  16.8301  2.2616  15.0932
C  14.5442  3.0416  16.2130
C  14.1639  8.1120  21.4153
C  15.4144  -3.8519  16.2039
C  12.6087  -1.5326  14.0253
C  16.6307  3.6563  15.2600
C  14.7648  4.6665  19.9874
C  11.0021  2.4854  12.4030
C  8.6998  1.5702  14.0620
C  14.0030  6.6649  21.1411
C  10.4480  3.1179  19.5212
C  12.7744  -1.1174  25.4910
C  11.2032  1.6602  13.4989
C  11.7590  3.9004  22.4102
C  11.2444  2.2431  18.6325
C  9.6082  -1.0441  17.0515
C  13.0511  5.8917  21.8161
C  11.9417  -0.5496  23.1963
C  10.9705  -0.0427  20.9729
C  13.9735  -1.9130  15.8573
C  12.0871  2.8273  11.6113
C  14.8616  6.0262  20.2386
C  15.2249  -2.1458  17.8982
C  12.9497  -0.4321  24.1629
C  12.8668  4.5400  21.5763
C  13.0946  -2.7009  13.4170
C  13.4262  1.4216  12.9644
C  15.8809  4.0496  19.1929
C  15.7900  1.3035  15.5061
C  14.1868  1.0855  22.7487
C  14.4931  -3.1253  15.3640
C  14.0524  -3.5024  14.0559
C  13.3404  2.2488  11.8396
C  12.0155  0.1132  22.0172
C  13.1311  0.9647  21.8139
C  15.4110  1.9663  22.6377
C  10.0925  1.2025  14.4289
C  15.4701  4.0500  15.8014
C  15.7191  -3.4072  17.4482
H  10.3734  0.8531  20.7441
H  10.0398  2.9056  12.1818
H  12.3512  -2.1312  25.3527
H  14.3336  0.8567  13.2005
H  13.7284  -1.1833  25.9825
H  14.8173  0.3855  24.7188
H  8.2228  0.6759  13.6253
H  10.9433  4.0674  19.6134
H  11.8906  -0.8854  13.5393
H  7.6562  -1.7572  17.0009
H  10.3118  2.6006  20.4680
H  17.3871  4.2561  14.8595
H  15.2573  5.1113  15.8916
H  15.1923  3.0413  22.6648
H  10.8253  4.3405  22.0939
H  14.3963  -4.4337  13.6418
H  8.6812  -2.4996  18.1231
H  11.9579  4.1570  23.4624
H  11.4322  -0.3976  20.0316
H  16.3051  -4.0072  18.0733
H  13.6682  3.3975  16.7344
H  12.0787  -0.5199  26.0917
H  12.3978  6.3628  22.5360
H  8.6791  2.3988  13.3711
H  16.0247  1.7875  21.7610
H  15.6217  6.5869  19.7342
H  10.2334  -0.7946  21.2859
H  14.1776  2.4850  11.2235
H  13.6301  8.3753  22.3809
H  13.6966  8.6622  20.5816
H  8.1828  1.8627  14.9705
H  12.7525  -2.9554  12.4440
H  11.7416  2.8223  22.3639
H  15.5084  3.3984  18.3978
H  16.0399  1.8049  23.5124
H  9.4687  3.2112  19.0876
H  16.5362  3.4134  19.8022
H  11.0971  -1.1961  23.4506
H  15.1923  8.4477  21.4454
H  8.4238  0.2538  16.0320
H  12.0134  3.5165  10.7613
H  16.5027  4.8228  18.7593

=====

Entry 2:
Molecular formula: C24H47AuN4O2Si5Te
Method: DFT, the ωB97M-V functional and the def2-TZVPD basis

The value obtained for the molecular weight is 888.663 g mol⁻¹. Its energy above the lowest of the compared OMol25 structures with the same formula, charge and spin is 0.00 kJ/mol. The energy is -3163.4003 Ha. As for the total charge: 0. The spin multiplicity is 3. The highest occupied orbital energy (spin up / spin down) is -0.264 / -0.278 hartree. The calculation puts the HOMO-LUMO gap (spin up / spin down) at 7.606 / 5.465 eV.

Positions of all 84 atoms, in Å:
Au  0.4458  -0.7938  2.2724
Te  0.6749  -1.8936  -0.2049
Si  -0.3405  -2.4852  -3.6854
Si  2.2892  0.2914  -3.1406
Si  3.4998  0.8160  2.1377
Si  0.2550  -0.6291  -2.3614
Si  -1.4620  0.9670  -2.2375
O  -1.3029  -2.1611  2.2070
O  -1.6582  0.0631  1.0281
N  -2.6242  -0.5684  1.6003
N  2.1286  0.2568  3.0215
N  0.5061  -0.2301  4.4751
N  -2.4963  -1.6837  2.2025
C  2.3844  2.1403  -2.8371
C  -3.1130  0.1034  -2.0536
C  2.3323  0.0421  -5.0031
C  -6.3034  -0.1099  1.8722
C  2.4346  0.7976  5.4335
C  1.8157  0.7202  6.6605
C  -4.0239  1.3832  1.3311
C  4.5540  -0.6489  1.6408
C  -6.4118  1.2477  1.5990
C  1.1515  -3.6161  -3.8401
C  -1.1202  2.2418  -0.9124
C  -1.7407  -3.4260  -2.8641
C  -5.2716  1.9895  1.3299
C  -1.4606  -0.9253  5.7019
C  4.5508  2.0387  3.0973
C  2.8616  1.6820  0.6094
C  0.5443  0.1631  6.7976
C  -0.9127  -1.9358  -5.3887
C  -3.9355  0.0307  1.6119
C  -0.0902  -0.3170  5.6652
C  -5.0649  -0.7302  1.8797
C  1.7419  0.3038  4.3115
C  3.7340  -0.5927  -2.3391
C  -1.4436  1.8169  -3.9202
H  2.3247  2.5933  0.8841
H  -7.1908  -0.6946  2.0758
H  2.2357  2.4051  -1.7905
H  3.4248  1.2123  5.3299
H  -3.3471  -0.4443  -2.9703
H  5.3837  -0.3649  0.9888
H  1.4851  -3.9518  -2.8557
H  3.6870  1.9578  -0.0526
H  2.1675  1.0467  0.0515
H  3.6908  -1.6673  -2.5302
H  -1.9507  2.9512  -0.8559
H  -3.1045  -0.5952  -1.2192
H  2.3374  -1.0125  -5.2823
H  -3.9158  0.8252  -1.8817
H  -2.2181  -0.1415  5.7664
H  5.1727  1.5560  3.8536
H  4.6835  -0.2168  -2.7291
H  -1.6431  -1.5073  4.8010
H  5.2215  2.5500  2.4018
H  -7.3837  1.7233  1.5928
H  1.4714  0.5150  -5.4812
H  0.8981  -4.5030  -4.4268
H  -0.2167  2.8054  -1.1559
H  -1.4643  -3.7733  -1.8664
H  3.9398  2.7995  3.5870
H  -4.9674  -1.7853  2.0867
H  -3.1194  1.9333  1.1167
H  3.3703  2.5038  -3.1410
H  -1.9994  -4.3032  -3.4632
H  -5.3494  3.0476  1.1162
H  -0.4878  2.3041  -4.1213
H  -1.6416  1.1158  -4.7334
H  -2.2186  2.5881  -3.9512
H  3.7324  -0.4444  -1.2566
H  -0.1399  -1.3840  -5.9255
H  4.9710  -1.1253  2.5314
H  2.3322  1.0920  7.5374
H  -1.5744  -1.5691  6.5737
H  -1.1806  -2.8100  -5.9881
H  1.6400  2.6718  -3.4324
H  1.9921  -3.1205  -4.3292
H  -2.6350  -2.8076  -2.7672
H  0.0606  0.0944  7.7617
H  3.2345  0.5030  -5.4145
H  -0.9944  1.7784  0.0672
H  3.9547  -1.4002  1.1193
H  -1.7975  -1.2994  -5.3192

=====

Entry 3:
Molecular formula: C19H34HgN10O2S2
Method: DFT, the ωB97M-V functional and the def2-TZVPD basis

The value obtained for the molecular weight is 699.273 g mol⁻¹. Its energy above the lowest of the compared OMol25 structures with the same formula, charge and spin is 0.00 kJ/mol. The energy is -2391.8168 Ha. As for the total charge: +1. The spin multiplicity is 2. The highest occupied orbital energy (spin up / spin down) is -0.384 / -0.388 hartree. The calculation puts the HOMO-LUMO gap (spin up / spin down) at 7.646 / 5.629 eV.

Positions of all 68 atoms, in Å:
Hg  -0.1325  -1.2284  -0.1928
S  -5.0048  -0.1389  1.3870
S  -1.9929  -0.1051  1.4671
O  -0.3459  -4.2923  0.2594
O  -1.7503  -5.4800  1.3914
N  -0.7288  -3.6356  4.6335
N  2.2823  -1.5121  -1.3830
N  4.1419  -0.9325  -2.8604
N  -3.5013  0.3135  -0.6966
N  -2.5450  -4.4142  3.5443
N  4.5973  -1.9994  -0.6649
N  3.5487  -3.2565  -2.5147
N  -0.3972  -4.0418  2.4715
N  -0.9099  -4.6385  1.2825
N  0.5525  -3.0974  4.6696
C  5.0840  -0.9885  -1.7436
C  0.4834  4.5078  0.7216
C  4.4608  -3.3364  -1.3769
C  -0.7544  4.4261  1.4591
C  -3.4236  -0.0057  0.5909
C  -2.0388  4.5051  -0.5714
C  1.7881  4.4937  1.4695
C  2.2222  -2.8408  -2.0511
C  -4.8154  0.2080  -1.2614
C  3.2651  -1.5941  -0.2567
C  4.0430  -2.2899  -3.4836
C  -1.2910  -4.0209  3.4544
C  -1.9820  4.2541  0.8093
C  2.7943  -0.5241  -2.3604
C  0.3612  4.6456  -0.6619
C  -5.8722  0.1756  -0.1287
C  -0.8808  4.7249  -1.2979
C  -3.1671  3.8071  1.6439
C  -0.9886  5.1244  -2.7370
H  3.3277  -2.2793  -4.3274
H  2.9342  -2.3095  0.4756
H  -2.9334  2.9177  2.2555
H  4.0973  -4.0949  -0.6432
H  2.3329  3.5182  1.3650
H  2.4477  5.2676  1.0097
H  -3.0054  4.5442  -0.9946
H  1.0319  -3.4652  5.4545
H  -0.4413  4.4867  -3.4520
H  -1.2849  -3.3534  5.4159
H  3.2275  -0.6254  0.2631
H  -2.9976  -4.6427  2.6548
H  1.3064  4.6768  -1.2579
H  -0.7985  4.5528  2.5344
H  2.7258  0.4494  -1.8673
H  6.0378  -1.4179  -2.0793
H  -3.4594  4.6374  2.3154
H  -5.0170  1.0866  -1.9102
H  -3.1347  -3.8588  4.1795
H  -0.5665  6.1577  -2.7551
H  2.1220  -0.5471  -3.1893
H  -2.0399  5.1020  -3.0247
H  -2.7358  0.1386  -1.3666
H  -4.9004  -0.6718  -1.9284
H  5.0156  -2.6307  -3.8419
H  5.1502  -0.0112  -1.2702
H  1.0539  -3.3941  3.8401
H  1.8864  -3.6373  -1.3633
H  -4.0072  3.6951  0.9615
H  5.4184  -3.6191  -1.8555
H  1.5606  -2.8467  -2.9367
H  -6.6579  -0.5570  -0.1708
H  1.5491  4.7257  2.5441
H  -6.3478  1.1930  -0.0470

=====

Copy entry 3 word for word.
Molecular formula: C19H34HgN10O2S2
Method: DFT, the ωB97M-V functional and the def2-TZVPD basis

The value obtained for the molecular weight is 699.273 g mol⁻¹. Its energy above the lowest of the compared OMol25 structures with the same formula, charge and spin is 0.00 kJ/mol. The energy is -2391.8168 Ha. As for the total charge: +1. The spin multiplicity is 2. The highest occupied orbital energy (spin up / spin down) is -0.384 / -0.388 hartree. The calculation puts the HOMO-LUMO gap (spin up / spin down) at 7.646 / 5.629 eV.

Positions of all 68 atoms, in Å:
Hg  -0.1325  -1.2284  -0.1928
S  -5.0048  -0.1389  1.3870
S  -1.9929  -0.1051  1.4671
O  -0.3459  -4.2923  0.2594
O  -1.7503  -5.4800  1.3914
N  -0.7288  -3.6356  4.6335
N  2.2823  -1.5121  -1.3830
N  4.1419  -0.9325  -2.8604
N  -3.5013  0.3135  -0.6966
N  -2.5450  -4.4142  3.5443
N  4.5973  -1.9994  -0.6649
N  3.5487  -3.2565  -2.5147
N  -0.3972  -4.0418  2.4715
N  -0.9099  -4.6385  1.2825
N  0.5525  -3.0974  4.6696
C  5.0840  -0.9885  -1.7436
C  0.4834  4.5078  0.7216
C  4.4608  -3.3364  -1.3769
C  -0.7544  4.4261  1.4591
C  -3.4236  -0.0057  0.5909
C  -2.0388  4.5051  -0.5714
C  1.7881  4.4937  1.4695
C  2.2222  -2.8408  -2.0511
C  -4.8154  0.2080  -1.2614
C  3.2651  -1.5941  -0.2567
C  4.0430  -2.2899  -3.4836
C  -1.2910  -4.0209  3.4544
C  -1.9820  4.2541  0.8093
C  2.7943  -0.5241  -2.3604
C  0.3612  4.6456  -0.6619
C  -5.8722  0.1756  -0.1287
C  -0.8808  4.7249  -1.2979
C  -3.1671  3.8071  1.6439
C  -0.9886  5.1244  -2.7370
H  3.3277  -2.2793  -4.3274
H  2.9342  -2.3095  0.4756
H  -2.9334  2.9177  2.2555
H  4.0973  -4.0949  -0.6432
H  2.3329  3.5182  1.3650
H  2.4477  5.2676  1.0097
H  -3.0054  4.5442  -0.9946
H  1.0319  -3.4652  5.4545
H  -0.4413  4.4867  -3.4520
H  -1.2849  -3.3534  5.4159
H  3.2275  -0.6254  0.2631
H  -2.9976  -4.6427  2.6548
H  1.3064  4.6768  -1.2579
H  -0.7985  4.5528  2.5344
H  2.7258  0.4494  -1.8673
H  6.0378  -1.4179  -2.0793
H  -3.4594  4.6374  2.3154
H  -5.0170  1.0866  -1.9102
H  -3.1347  -3.8588  4.1795
H  -0.5665  6.1577  -2.7551
H  2.1220  -0.5471  -3.1893
H  -2.0399  5.1020  -3.0247
H  -2.7358  0.1386  -1.3666
H  -4.9004  -0.6718  -1.9284
H  5.0156  -2.6307  -3.8419
H  5.1502  -0.0112  -1.2702
H  1.0539  -3.3941  3.8401
H  1.8864  -3.6373  -1.3633
H  -4.0072  3.6951  0.9615
H  5.4184  -3.6191  -1.8555
H  1.5606  -2.8467  -2.9367
H  -6.6579  -0.5570  -0.1708
H  1.5491  4.7257  2.5441
H  -6.3478  1.1930  -0.0470

=====

- The lowest molecular weight belongs to which entry?
  C19H34HgN10O2S2